Record 1
144
Properties=species:S:1:pos:R:3:lowdin_charge:R:1 method="wB97M-V/def2-TZVPD" homo_ev=-8.2 orbital_gap_ev=8.27 e_tot_ha=-7348.832825
C 4.158 3.165 2.572 -0.17
C 2.713 3.571 1.909 -0.25
C 1.398 3.103 2.773 -0.33
C 1.347 4.034 4.120 -0.10
C 1.269 1.492 3.027 -0.57
Cl 2.074 0.594 1.571 0.62
C 1.602 0.843 4.493 -0.62
N 0.701 1.111 5.678 0.02
P 3.399 0.964 5.184 0.72
O 3.996 -0.581 5.727 -0.39
Cl 3.442 2.181 6.975 0.14
N 1.278 -0.641 4.216 0.01
C -0.053 -0.567 3.453 -0.32
O -0.813 -1.661 3.311 -0.05
C -0.303 0.950 2.858 -0.82
S -0.633 0.799 1.018 0.68
P -1.721 2.025 3.553 0.58
O -2.406 3.094 2.345 -0.43
Br -3.390 0.571 4.142 0.25
H 4.354 2.010 2.519 0.03
H 4.245 3.466 3.720 0.07
H 4.999 3.692 1.932 0.07
H 2.685 4.764 1.890 0.11
H 2.678 3.251 0.767 0.11
H 0.449 3.415 2.119 0.13
H 0.197 4.130 4.416 0.07
H 1.960 3.632 5.032 0.03
H 1.691 5.149 3.882 0.10
H 1.122 0.526 6.462 0.08
H 0.767 2.090 6.032 0.05
H 3.268 -1.261 5.833 0.04
H 2.039 -1.198 3.772 0.11
H -2.023 0.961 0.886 -0.12
H -2.703 3.943 2.801 0.07
C -5.219 -0.054 -1.413 -0.04
C -4.194 1.049 -1.407 -0.47
O -3.598 1.361 -0.377 0.00
C -3.926 1.754 -2.710 -0.02
H -5.308 -0.472 -0.405 0.09
H -6.191 0.344 -1.714 0.07
H -4.906 -0.849 -2.095 0.09
H -4.841 2.233 -3.068 0.07
H -3.555 1.040 -3.450 0.09
H -3.164 2.525 -2.555 0.09
C 8.858 2.661 1.910 -0.02
C 7.734 2.406 0.942 -0.48
O 6.578 2.251 1.332 0.02
C 8.079 2.348 -0.522 -0.03
H 8.461 2.677 2.931 0.09
H 9.601 1.863 1.836 0.09
H 9.318 3.630 1.699 0.09
H 8.787 1.535 -0.705 0.07
H 8.504 3.302 -0.842 0.09
H 7.170 2.157 -1.102 0.08
C 7.146 -2.166 -3.156 -0.02
C 7.623 -1.279 -2.037 -0.48
O 8.658 -0.622 -2.140 0.03
C 6.786 -1.227 -0.787 -0.02
H 7.849 -2.103 -3.993 0.09
H 7.101 -3.203 -2.814 0.08
H 6.163 -1.834 -3.499 0.06
H 6.724 -2.223 -0.340 0.05
H 5.787 -0.854 -1.025 0.09
H 7.252 -0.547 -0.066 0.07
C -8.072 -3.483 -1.548 -0.01
C -8.349 -2.045 -1.895 -0.46
O -7.460 -1.308 -2.317 0.02
C -9.756 -1.544 -1.707 -0.02
H -7.016 -3.705 -1.734 0.08
H -8.285 -3.658 -0.490 0.08
H -8.682 -4.141 -2.173 0.09
H -10.044 -1.632 -0.656 0.05
H -10.441 -2.115 -2.338 0.09
H -9.807 -0.490 -1.997 0.08
C 5.820 -3.258 7.374 -0.02
C 4.501 -3.984 7.388 -0.48
O 3.582 -3.652 6.642 0.04
C 4.352 -5.131 8.350 -0.03
H 5.784 -2.454 6.631 0.07
H 6.013 -2.818 8.355 0.09
H 6.622 -3.949 7.102 0.09
H 4.479 -4.775 9.376 0.09
H 5.088 -5.906 8.122 0.09
H 3.349 -5.560 8.250 0.09
C -6.469 5.254 -5.066 -0.02
C -5.156 5.120 -4.341 -0.48
O -4.383 4.196 -4.586 0.03
C -4.827 6.161 -3.305 -0.02
H -6.572 4.433 -5.784 0.08
H -7.295 5.200 -4.353 0.08
H -6.498 6.201 -5.611 0.09
H -5.580 6.148 -2.513 0.05
H -4.783 7.149 -3.772 0.09
H -3.850 5.938 -2.864 0.09
C 3.131 0.262 -5.871 -0.02
C 4.444 0.129 -5.146 -0.47
O 5.217 -0.796 -5.391 0.03
C 4.773 1.170 -4.109 -0.01
H 3.028 -0.558 -6.588 0.09
H 2.305 0.209 -5.157 0.09
H 3.102 1.209 -6.415 0.09
H 4.020 1.156 -3.317 0.09
H 4.817 2.157 -4.576 0.09
H 5.750 0.946 -3.668 0.08
C 6.309 -3.345 -6.956 -0.03
C 5.738 -4.652 -7.439 -0.49
O 5.496 -4.842 -8.630 0.04
C 5.476 -5.718 -6.409 -0.03
H 6.446 -2.672 -7.809 0.09
H 5.619 -2.878 -6.249 0.06
H 7.280 -3.515 -6.485 0.09
H 4.749 -5.356 -5.677 0.08
H 6.410 -5.993 -5.913 0.08
H 5.065 -6.605 -6.901 0.08
C -12.383 -1.471 1.477 -0.02
C -11.972 -2.910 1.314 -0.48
O -11.030 -3.227 0.590 0.04
C -12.759 -3.946 2.071 -0.02
H -11.727 -0.836 0.872 0.08
H -13.413 -1.338 1.134 0.09
H -12.290 -1.174 2.524 0.09
H -13.805 -3.923 1.755 0.09
H -12.682 -3.759 3.145 0.09
H -12.350 -4.940 1.858 0.09
C 5.614 -6.317 0.306 -0.02
C 5.337 -4.878 -0.041 -0.47
O 6.227 -4.141 -0.463 0.03
C 3.931 -4.377 0.147 -0.01
H 6.671 -6.538 0.120 0.09
H 5.402 -6.491 1.364 0.09
H 5.004 -6.974 -0.318 0.09
H 3.643 -4.465 1.198 0.09
H 3.245 -4.948 -0.484 0.09
H 3.879 -3.323 -0.143 0.08
C -7.114 4.309 -0.672 -0.01
C -8.154 5.314 -1.089 -0.48
O -7.852 6.315 -1.737 0.04
C -9.579 5.047 -0.684 -0.02
H -6.132 4.632 -1.034 0.07
H -7.080 4.241 0.418 0.09
H -7.344 3.334 -1.108 0.09
H -9.655 5.011 0.406 0.09
H -9.919 4.104 -1.120 0.09
H -10.219 5.855 -1.053 0.09

Record 2
142
Properties=species:S:1:pos:R:3:lowdin_charge:R:1 method="wB97M-V/def2-TZVPD" homo_ev=-6.1 orbital_gap_ev=1.20 e_tot_ha=-6439.405317
C 7.570 -2.283 2.920 -0.10
C 6.652 -1.049 3.210 -0.20
C 6.012 -0.606 1.854 -0.28
O 6.974 -0.487 0.823 -0.17
C 6.576 0.477 -0.132 -0.16
Ga 4.885 -0.329 -1.108 0.50
C 5.038 -2.366 -0.998 -0.26
C 3.792 -3.127 -0.463 -0.30
C 2.511 -2.894 -1.322 -0.21
C 1.672 -4.213 -1.448 -0.21
C 0.549 -4.298 -0.368 -0.20
C -0.761 -3.663 -0.960 -0.21
C -1.495 -2.878 0.174 -0.20
C -2.662 -2.005 -0.416 -0.34
C -2.489 -0.558 0.146 -0.16
C -3.819 0.228 0.169 -0.23
O -4.769 -0.490 0.973 -0.24
C -6.076 0.015 0.697 -0.13
C 3.221 0.522 -0.234 -0.69
Cl 2.559 -0.355 1.225 0.55
C 2.066 0.852 -1.234 -0.34
C 2.663 1.648 -2.438 -0.30
H 7.133 -2.822 2.059 0.07
H 8.566 -1.909 2.630 0.07
H 7.607 -2.992 3.765 0.07
H 7.175 -0.222 3.716 0.11
H 5.786 -1.382 3.822 0.10
H 5.440 0.328 2.042 0.12
H 5.265 -1.392 1.608 0.09
H 7.355 0.621 -0.898 0.08
H 6.355 1.431 0.393 0.09
H 5.052 0.090 -2.655 0.00
H 5.900 -2.673 -0.363 0.04
H 5.253 -2.772 -2.013 0.04
H 4.015 -4.217 -0.551 0.09
H 3.617 -2.973 0.621 0.08
H 2.820 -2.649 -2.361 0.10
H 1.879 -2.100 -0.888 0.07
H 2.295 -5.123 -1.366 0.10
H 1.166 -4.270 -2.438 0.09
H 0.279 -5.342 -0.099 0.11
H 0.877 -3.798 0.562 0.10
H -0.465 -2.978 -1.779 0.09
H -1.451 -4.444 -1.333 0.10
H -1.878 -3.624 0.895 0.12
H -0.737 -2.254 0.682 0.10
H -2.630 -2.044 -1.522 -0.01
H -3.619 -2.465 -0.040 -0.03
H -2.088 -0.682 1.172 0.11
H -1.733 -0.006 -0.446 0.12
H -3.650 1.227 0.653 0.12
H -4.165 0.366 -0.877 0.12
H -6.264 1.012 1.148 0.09
H -6.264 0.097 -0.393 0.09
H -6.801 -0.697 1.130 0.08
H 3.540 1.520 0.135 0.06
H 1.426 1.580 -0.688 0.10
H 1.501 -0.046 -1.537 0.06
H 2.829 0.956 -3.296 0.04
H 2.032 2.503 -2.726 -0.05
H 3.647 2.067 -2.182 -0.02
O 4.949 -1.186 -4.847 -0.09
H 5.040 -2.135 -4.707 0.03
H 5.805 -0.916 -5.196 0.04
Mg -4.700 -3.128 -1.771 0.39
C -2.313 6.474 1.138 -0.07
C -2.476 4.987 1.412 -0.40
O -3.813 4.594 1.632 -0.13
C -4.666 4.330 0.458 -0.52
O -4.109 3.491 -0.366 -0.16
C -5.158 5.639 -0.235 -0.55
F -5.456 6.608 0.679 0.09
F -6.303 5.420 -0.915 0.12
F -4.290 6.191 -1.104 0.11
H -2.988 7.066 1.758 0.08
H -1.281 6.788 1.334 0.07
H -2.519 6.710 0.098 0.07
H -1.966 4.777 2.349 -0.23
H -1.973 4.380 0.651 0.13
H -5.596 3.986 0.964 0.13
C 1.378 -0.998 6.606 -0.19
C 0.922 -0.904 5.167 -0.15
C 2.108 -1.491 4.430 -0.17
O 2.706 -2.464 5.323 -0.11
C 2.158 -2.308 6.597 -0.38
H 0.552 -0.985 7.332 0.08
H 2.047 -0.170 6.841 0.14
H 0.038 -1.532 5.012 0.13
H 0.679 0.108 4.865 0.10
H 2.861 -0.732 4.214 0.11
H 1.827 -1.974 3.497 0.10
H 1.487 -3.165 6.772 -0.07
H 2.965 -2.328 7.350 0.12
C 0.326 2.327 8.634 -0.04
C 0.623 2.695 7.173 -0.79
O 0.319 1.814 6.315 -0.14
O 1.126 3.822 7.004 -0.08
H -0.114 1.330 8.711 0.04
H 1.250 2.344 9.215 0.07
H -0.371 3.047 9.063 0.07
Ca 0.838 -3.500 8.451 1.10
Cl 2.950 4.341 -1.978 -0.22
N -7.010 -0.100 3.894 0.01
C -7.847 0.665 4.661 -0.14
C -8.694 -0.176 5.334 -0.12
C -8.353 -1.502 4.965 -0.12
C -7.311 -1.422 4.079 -0.15
H -6.288 0.254 3.290 0.12
H -7.768 1.739 4.660 0.11
H -9.472 0.128 6.017 0.09
H -8.819 -2.411 5.309 0.09
H -6.758 -2.190 3.563 0.11
C 0.063 0.659 -8.400 0.01
C -0.330 1.223 -7.016 -0.45
C -1.826 0.953 -6.755 -0.12
C -2.197 -0.511 -6.489 -0.15
C -1.058 -1.326 -5.863 -0.13
C -0.003 -0.493 -5.114 -0.44
N 0.535 0.521 -6.047 0.02
O 1.378 1.182 -5.570 0.27
C 1.127 -1.466 -4.728 0.00
C -0.600 0.089 -3.827 0.04
C -0.160 2.742 -7.073 0.00
H 1.112 0.864 -8.623 0.10
H -0.538 1.113 -9.187 0.10
H -0.079 -0.422 -8.459 0.09
H -2.151 1.550 -5.900 0.12
H -2.413 1.320 -7.598 0.14
H -3.073 -0.536 -5.839 0.12
H -2.505 -0.990 -7.420 0.12
H -1.476 -2.083 -5.199 0.13
H -0.564 -1.888 -6.662 0.12
H 1.623 -1.865 -5.615 0.10
H 0.725 -2.310 -4.166 0.09
H 1.884 -0.986 -4.104 0.08
H -0.963 -0.722 -3.195 0.10
H -1.439 0.762 -4.009 0.10
H 0.147 0.640 -3.251 0.08
H -0.803 3.157 -7.849 0.11
H 0.861 3.036 -7.317 0.10
H -0.437 3.212 -6.127 0.11
Cs -1.116 4.175 4.055 1.20

We obtain strongest force on any atom values of 0.169; 0.093 Eh/bohr for the records listed above, in that order.